Entry 1:
Computed, not measured: 10 unconnected molecules or ions with the total composition C38H44N10O6 at a distorted geometry, with the ωB97M-V functional and the def2-TZVPD basis.

Output
Energy above the lowest of the compared OMol25 structures with the same formula, charge and spin: 0.0 kcal per mole
LUMO energy: -0.248 eV
Charge: 0
M: 736.834 g/mol
HOMO level: -9.1 eV
F_max: 2.9 eV Å⁻¹

XYZ file:
```
98
Properties=species:S:1:pos:R:3:forces:R:3:mulliken_charge:R:1
N -2.32788 1.43038 2.88195 0.03 0.17 0.40 0.117
C -2.60331 0.15041 3.11615 0.87 -0.11 0.48 0.240
C -2.61672 -0.43010 4.38888 -0.03 1.21 -0.32 -1.028
C -2.34689 0.39928 5.48589 -0.44 -0.08 0.04 -0.371
C -2.12397 1.75464 5.27208 0.12 0.01 -1.27 -0.763
C -2.11149 2.19855 3.95199 -0.05 0.18 -0.25 -0.166
H -2.62725 -0.46559 2.23563 -0.54 -0.30 -0.15 0.330
H -2.87625 -1.46840 4.43461 0.15 -0.38 0.44 0.434
H -2.35804 0.02818 6.50086 0.01 -0.23 0.01 0.411
H -1.93398 2.53448 5.99104 0.01 -0.40 0.62 0.455
H -1.88860 3.24287 3.73664 -0.09 -0.10 0.06 0.399
N -2.35896 2.87371 -1.56938 0.66 0.40 0.84 -0.509
C -3.09427 2.70212 -2.62379 -0.55 0.34 -2.16 -0.472
C -4.33244 2.07079 -2.67324 -0.20 -0.32 0.09 -0.268
C -4.86036 1.53342 -1.50810 0.46 0.48 -0.03 -0.537
C -4.07391 1.72005 -0.36727 -0.88 0.29 0.29 -0.275
C -2.89325 2.41403 -0.45063 0.48 -0.23 0.99 -0.309
H -2.70350 3.11476 -3.55406 0.02 -0.14 0.10 0.423
H -4.82983 2.01495 -3.63411 -0.10 -0.06 0.11 0.399
H -5.84844 1.08468 -1.48132 0.20 -0.10 0.09 0.539
H -4.40307 1.53179 0.64457 -0.26 -0.55 -0.07 0.489
H -2.36577 2.59792 0.48130 0.15 -0.03 -0.12 0.511
N -5.90805 -1.64139 0.55368 0.69 0.02 -0.07 -0.596
C -5.35126 -2.09907 1.68696 -0.90 0.37 -0.43 -0.372
C -4.42141 -3.11900 1.77274 -0.33 0.47 -1.37 -0.393
C -4.08867 -3.70532 0.53992 0.77 -0.21 0.57 -0.185
C -4.63334 -3.24783 -0.64789 0.04 0.74 -0.02 -0.437
C -5.48248 -2.16143 -0.60604 -1.14 -0.06 1.32 -0.168
H -5.76390 -1.61521 2.55629 0.19 0.04 0.46 0.466
H -4.00391 -3.33561 2.74197 0.22 -0.51 -0.11 0.416
H -3.32559 -4.46919 0.48894 -0.05 -0.24 0.14 0.424
H -4.38500 -3.60116 -1.63086 0.34 -0.57 -0.06 0.465
H -5.99031 -1.75273 -1.46432 0.26 0.01 -0.44 0.424
N 4.45892 -2.49704 -2.60702 0.88 0.86 -0.67 -0.537
C 4.61532 -2.16848 -3.89506 -0.68 -0.87 -1.22 -0.283
C 5.31538 -1.07399 -4.39448 0.55 0.41 0.87 -0.286
C 5.95486 -0.30432 -3.42471 -0.08 0.77 0.07 -0.311
C 5.79615 -0.54998 -2.06492 -0.01 -0.69 -0.72 -0.338
C 5.07759 -1.67106 -1.74391 -0.97 -1.18 0.53 -0.050
H 4.17320 -2.85909 -4.63954 0.00 0.38 0.64 0.329
H 5.39093 -0.78986 -5.45973 -0.13 -0.55 0.76 0.350
H 6.55339 0.54785 -3.68257 0.12 0.32 -0.40 0.338
H 6.22358 0.03547 -1.27025 0.20 0.29 -0.12 0.403
H 4.95730 -2.00614 -0.72231 0.04 0.30 0.31 0.392
N -1.70563 1.04278 -4.97902 0.74 1.12 0.16 -0.466
C -1.79665 0.25348 -3.92933 -0.41 -0.09 0.97 -0.438
C -2.38056 -0.98326 -3.93169 -0.09 -1.80 -2.33 -0.104
C -2.77685 -1.49611 -5.20201 -0.25 1.12 -0.07 -0.507
C -2.72503 -0.64041 -6.32925 0.41 -0.84 1.83 -0.385
C -2.14806 0.62169 -6.12420 -0.68 -1.22 -2.06 -0.355
H -1.43170 0.64292 -3.00391 0.35 0.29 0.49 0.947
H -2.37962 -1.68387 -3.11101 0.00 0.37 0.39 0.229
H -3.13623 -2.52301 -5.30888 0.05 0.35 0.11 0.362
H -3.03732 -0.99291 -7.30073 0.02 0.13 -0.08 0.392
H -1.99859 1.20532 -7.03833 -0.03 0.40 0.54 0.347
N 2.23674 2.79371 2.14020 -1.41 -0.81 0.59 0.036
C 2.78942 3.98345 2.29375 0.73 -0.04 -2.25 -0.051
C 2.89771 4.68206 3.44317 -0.92 -0.40 2.09 -0.929
C 2.30600 4.07919 4.54957 -0.60 -1.03 0.82 -0.176
C 1.57671 2.87363 4.46029 0.79 -0.02 -0.79 -0.928
C 1.57171 2.27249 3.19198 0.60 0.56 0.28 0.038
H 3.20826 4.38879 1.37574 0.16 0.03 0.03 0.315
H 3.38838 5.62444 3.55505 0.28 0.34 -0.23 0.450
H 2.42193 4.46936 5.54122 0.05 0.56 0.28 0.400
H 1.14714 2.31186 5.31810 0.27 0.87 -0.64 0.396
H 1.05356 1.33312 3.05393 0.05 -0.14 -0.23 0.442
N 0.22260 -2.50795 -1.03510 0.45 -0.57 -0.56 -0.472
C 1.21702 -1.64767 -0.81389 -0.01 -0.80 -0.12 -1.638
C 1.02133 -0.44838 -0.16955 -0.49 -0.26 0.87 -0.263
C -0.26407 -0.16663 0.28741 0.23 0.18 -0.02 0.087
C -1.30905 -1.00186 -0.04496 -0.17 -0.08 -0.08 0.649
C -1.00793 -2.18142 -0.69673 -0.04 0.40 -0.33 -1.802
H 2.19307 -2.02427 -1.12059 -0.04 0.40 0.00 0.768
H 1.85345 0.14192 0.14592 0.41 0.40 -0.06 0.866
H -0.45377 0.66843 0.93760 -0.02 0.50 -0.06 0.505
H -2.33566 -0.75477 0.17094 -0.15 0.04 0.18 0.561
H -1.78849 -2.85459 -1.01458 -0.15 -0.26 0.17 0.615
C 5.60907 0.50764 2.70927 0.23 1.83 0.32 -0.915
N 4.53670 -0.08622 1.92896 -1.21 -1.98 -0.31 0.886
O 3.99620 -1.06077 2.46832 0.19 0.86 -0.74 -0.562
O 4.24087 0.34442 0.82505 0.50 -0.09 0.95 -0.324
H 5.44399 0.27198 3.76264 0.06 0.00 -0.36 0.315
H 5.50944 1.58751 2.50900 0.31 -0.37 0.29 0.319
H 6.58652 0.17498 2.37218 -0.14 -0.23 -0.19 0.314
C 1.81791 -3.70083 1.94838 -1.33 -0.38 0.62 -0.663
N 0.73649 -4.76100 1.96339 1.71 0.14 -1.35 1.031
O 1.02039 -5.78985 1.40640 0.01 -0.92 -0.24 -0.586
O -0.30114 -4.52847 2.50362 -1.29 0.49 0.87 -0.573
H 2.44336 -3.81099 1.06975 -0.04 -0.10 0.18 0.250
H 2.28886 -3.88833 2.90472 0.60 0.27 -0.03 0.438
H 1.23757 -2.79503 1.99120 0.30 0.59 -0.11 0.092
C 2.22326 2.60481 -1.48057 -0.76 -0.10 1.64 -0.264
N 3.28097 2.19853 -2.38855 0.79 0.09 -1.52 1.088
O 2.99890 1.58979 -3.42017 0.21 0.50 1.25 -0.577
O 4.40874 2.57560 -2.08868 -0.39 -0.40 -0.28 -0.586
H 2.68278 2.78509 -0.50948 0.03 -0.12 -0.10 0.084
H 1.47970 1.82087 -1.35557 0.05 0.05 -0.43 -0.128
H 1.74503 3.53040 -1.77757 0.07 0.01 -0.58 0.373
```
Forces are in eV/Å.

Entry 2:
Computed, not measured: a single C5H9NO molecule, with the ωB97M-V functional and the def2-TZVPD basis.

Output
Energy above the lowest of the compared OMol25 structures with the same formula, charge and spin: 112.4 kcal per mole
LUMO energy: 0.823 eV
Charge: 0
M: 99.133 g/mol
HOMO level: -9.0 eV
F_max: 0.4 eV Å⁻¹

XYZ file:
```
16
Properties=species:S:1:pos:R:3:forces:R:3:mulliken_charge:R:1
C -0.84453 1.79667 -0.47697 0.04 0.01 -0.02 -0.998
C -1.40125 0.63989 0.30819 -0.05 0.19 -0.11 0.682
N -2.62748 0.58123 0.60115 0.14 -0.11 0.04 -0.703
O -0.53632 -0.34621 0.70863 -0.12 -0.07 0.00 -0.447
C 0.82864 -0.26085 0.32709 0.24 0.13 -0.04 0.246
C 1.23644 -0.47775 -1.06946 -0.17 0.07 0.01 -0.860
C 1.48466 -1.63210 0.36222 -0.01 -0.12 0.33 -0.694
H -0.10007 2.34655 0.10765 -0.07 -0.09 -0.04 0.310
H -0.35394 1.46694 -1.39838 -0.06 0.01 0.11 0.337
H -1.66486 2.46854 -0.72891 0.10 -0.14 0.07 0.308
H -2.82932 -0.26281 1.13976 0.05 0.05 -0.05 0.273
H 1.34775 0.51142 0.89507 -0.10 -0.09 -0.06 0.330
H 0.37102 -0.97309 -1.54855 0.13 0.01 0.05 0.260
H 1.88813 -1.75841 -0.73248 -0.02 -0.07 -0.09 0.333
H 0.77803 -2.42567 0.59239 0.05 0.14 -0.07 0.301
H 2.42311 -1.67435 0.91260 -0.14 0.06 -0.13 0.321
```
Forces are in eV/Å.

Entry 3:
Computed, not measured: a gas-phase ion, CH3S (charge -1) at a distorted geometry, with the ωB97M-V functional and the def2-TZVPD basis.

Output
Energy above the lowest of the compared OMol25 structures with the same formula, charge and spin: 10.9 kcal per mole
LUMO energy: 4.655 eV
Charge: -1
M: 47.102 g/mol
HOMO level: -1.9 eV
F_max: 2.3 eV Å⁻¹

XYZ file:
```
5
Properties=species:S:1:pos:R:3:forces:R:3:mulliken_charge:R:1
C 0.02496 -0.06754 0.06462 -0.22 -1.14 0.26 -0.783
S 0.35627 1.71085 -0.35480 -0.11 -0.93 0.32 -0.751
H 0.34434 -0.45225 1.13468 -0.41 0.72 -2.15 0.171
H 0.28263 -0.79735 -0.74119 1.58 0.43 0.54 0.181
H -1.00819 -0.39371 -0.10332 -0.84 0.92 1.04 0.182
```
Forces are in eV/Å.

| no. | frontier orbital gap (hartree) |
| --- | --- |
| 1 | 0.3247 |
| 2 | 0.3613 |
| 3 | 0.2420 |